Below is a gas-phase ion, C3H6NO2 (charge -1) at a distorted geometry, with properties calculated with ωB97M-V/def2-TZVPD.

Results
Strongest force on any atom = 0.0311 Eh/bohr
Total charge = -1
SMILES = C[C@H](N)C(=O)[O-]
Gap between HOMO and LUMO = 8.3410 eV
E_HOMO = -3.857 eV
Relative energy (zero: lowest compared OMol25 entry of this formula, charge and spin) = 0.416 eV
2S+1 = 1

Last column: natural (NBO) charge in e.
Atoms and positions in Å:
C  -0.03  0.59  1.26  -0.60
C  0.06  -0.36  0.09  -0.18
N  1.33  -0.36  -0.59  -0.87
C  -1.08  -0.04  -0.98  0.76
O  -2.10  0.55  -0.57  -0.78
O  -0.80  -0.32  -2.17  -0.80
H  0.74  0.53  2.04  0.17
H  0.20  1.58  0.92  0.20
H  -1.02  0.53  1.71  0.22
H  -0.33  -1.34  0.41  0.16
H  1.86  -1.21  -0.54  0.34
H  1.18  -0.16  -1.57  0.39